# 1
15
Properties=species:S:1:pos:R:3:nbo_charge:R:1 method="wB97M-V/def2-TZVPD" relative_energy_kj_mol=322.3 multiplicity=1 orbital_gap_ev=9.6 lumo_energy_ev=1.0 fmax_ha_per_bohr=0.0897 smiles="OCN1CCC=N1" total_charge=0
C 1.0437 1.3490 -0.1159 0.0353
C 1.7741 0.1128 -0.3970 -0.4899
C 0.5578 -0.9147 -0.0987 -0.2331
C -1.7975 -0.4332 0.5580 0.0866
N -0.3772 -0.0726 0.7951 -0.2799
N -0.1076 1.2258 0.5029 -0.2526
O -2.1904 -0.0262 -0.7196 -0.7414
H 1.4812 2.2343 -0.2167 0.1852
H 2.4591 0.0085 -1.2115 0.2370
H 2.3784 -0.0050 0.5033 0.2166
H 0.0799 -1.2608 -0.9765 0.1939
H 0.8627 -1.7571 0.3755 0.1939
H -1.8168 -1.5338 0.6822 0.1842
H -2.4969 0.1833 1.1903 0.1811
H -1.8505 0.8894 -0.8714 0.4830

# 2
15
Properties=species:S:1:pos:R:3:nbo_charge:R:1 method="wB97M-V/def2-TZVPD" relative_energy_kj_mol=416.9 multiplicity=1 orbital_gap_ev=9.6 lumo_energy_ev=0.6 fmax_ha_per_bohr=0.0700 smiles=N#C[C@@H](N)CCO total_charge=0
N 1.6053 1.0731 -1.0540 -0.8090
C 0.7356 0.1050 -0.3984 -0.1785
C -0.6541 0.6171 -0.2030 -0.4493
C -1.4550 -0.6593 0.9086 -0.1093
O -0.6613 -1.0105 1.9761 -0.7026
C 0.6757 -1.1123 -1.2294 0.2851
N 0.6494 -2.0724 -1.8710 -0.3251
H 1.6797 1.9051 -0.4740 0.3585
H 2.5367 0.6778 -1.1335 0.3646
H 1.0747 -0.2192 0.6018 0.2210
H -1.2420 0.7180 -1.1316 0.2248
H -0.6266 1.6365 0.2490 0.1989
H -1.5671 -1.4992 0.2343 0.2014
H -1.8753 0.3121 0.7793 0.2383
H -0.8757 -0.4719 2.7456 0.4812

# 3
15
Properties=species:S:1:pos:R:3:nbo_charge:R:1 method="wB97M-V/def2-TZVPD" relative_energy_kj_mol=281.5 multiplicity=1 orbital_gap_ev=9.5 lumo_energy_ev=0.6 fmax_ha_per_bohr=0.1361 smiles=Cc1cnc[nH]1.O total_charge=0
C 0.4432 -1.7913 0.9905 -0.6551
C 0.2052 -0.3433 0.6365 0.0801
C 0.8586 0.6510 -0.0528 -0.1230
N 0.1652 1.8440 -0.0214 -0.4502
C -0.9425 1.5755 0.7530 0.1485
N -0.8998 0.3106 1.2375 -0.5141
H 1.1032 -1.9262 1.9014 0.2402
H -0.3185 -2.4896 0.7690 0.2331
H 1.4767 -1.8716 0.2610 0.2251
H 1.8550 0.6614 -0.4062 0.2120
H -1.4598 2.3364 1.0904 0.1896
H -1.6045 -0.0909 1.8134 0.4154
H -0.8086 0.5727 -2.3663 0.4685
H 0.4115 0.1312 -3.1627 0.4611
O -0.4847 0.4301 -3.4429 -0.9311

# 4
16
Properties=species:S:1:pos:R:3:nbo_charge:R:1 method="wB97M-V/def2-TZVPD" relative_energy_kj_mol=510.2 multiplicity=1 orbital_gap_ev=7.5 lumo_energy_ev=0.6 fmax_ha_per_bohr=0.0143 total_charge=0
C 1.0593 -0.3008 1.4065 -0.5957
C -0.8278 -0.5947 -0.1677 0.3224
C 0.5460 -0.6212 0.1252 0.2862
N -1.3704 -0.4652 -1.4517 -0.8569
C -0.0053 1.1830 0.4743 0.2005
O -1.6800 -0.9874 0.8422 -0.6859
O 1.3595 -0.6189 -0.9684 -0.6626
N 0.4370 2.0931 -0.2763 -0.7868
H -2.5657 -0.7137 0.5682 0.4909
H 2.2742 -0.5371 -0.6736 0.4917
H -1.1753 -1.2439 -2.0718 0.3806
H -1.0655 0.3997 -1.8927 0.3862
H 1.1299 1.8469 -0.9754 0.3595
H 0.5037 -0.5760 2.2879 0.2431
H 2.1205 -0.1191 1.5131 0.2122
H -0.7400 1.2553 1.2601 0.2145